Entry 1:
109
Properties=species:S:1:pos:R:3:lowdin_charge:R:1 method="wB97M-V/def2-TZVPD" fmax_ev_per_a=5.156 e_tot_ha=-9474.14268 total_charge=+2
C 3.972 3.253 3.850 -0.1935
C 5.220 3.461 2.853 -0.2606
C 4.851 3.343 1.287 -0.4919
I 2.708 3.756 0.904 0.8709
B 5.380 1.966 0.564 -1.0422
O 6.855 2.028 0.832 0.0163
N 7.263 0.982 1.608 -0.0863
O 8.369 1.209 2.027 -0.0431
O 4.944 0.662 1.085 0.0355
C 4.057 -0.012 0.163 -0.3960
O 2.764 0.320 0.724 -0.0185
C 4.041 -1.612 0.170 -0.0997
C 3.871 -2.273 1.626 -0.1577
C 2.290 -2.547 1.956 -0.1867
C 2.004 -1.843 3.368 -0.1914
C 0.418 -1.675 3.710 -0.1704
C -0.317 -3.074 3.978 -0.2071
C -0.825 -3.846 2.666 -0.2381
C -1.339 -2.898 1.483 -0.2080
C -2.836 -2.334 1.714 -0.1913
C -3.134 -0.938 0.970 -0.1888
C -4.232 -0.153 1.857 -0.1581
C -5.268 0.736 0.965 -0.1024
N -4.502 2.004 0.649 -0.1341
C -3.947 2.297 -0.640 0.0181
C -3.193 3.669 -0.519 -0.0007
C -3.415 4.123 0.943 -0.0077
C -4.272 3.026 1.652 0.0530
C 4.535 0.752 -1.196 -0.5244
Cl 6.240 0.008 -1.615 0.7115
O 3.837 0.526 -2.411 -0.0997
C 2.451 0.973 -2.334 -0.1029
C 1.936 1.389 -3.802 -0.4157
C 0.351 1.582 -3.903 -0.2637
O 2.296 0.354 -4.780 -0.0861
O 4.897 2.074 -0.836 0.0347
H 3.394 4.244 3.990 0.0699
H 4.394 3.010 4.896 0.0812
H 3.276 2.397 3.564 0.0470
H 5.590 4.538 3.021 0.1187
H 6.066 2.769 3.192 0.1049
H 5.405 4.211 0.760 0.0968
H 2.039 -0.060 0.176 0.0988
H 3.122 -1.947 -0.448 0.1360
H 4.946 -2.108 -0.325 0.0916
H 4.367 -3.313 1.595 0.1135
H 4.372 -1.638 2.447 0.1287
H 1.679 -2.001 1.148 0.0887
H 2.085 -3.679 1.962 0.0944
H 2.451 -0.778 3.415 0.1218
H 2.538 -2.448 4.186 0.1154
H 0.410 -1.118 4.726 0.1149
H -0.114 -0.984 2.976 0.1122
H -1.132 -2.914 4.780 0.1171
H 0.481 -3.765 4.480 -0.0373
H -1.738 -4.480 2.994 0.1273
H -0.071 -4.625 2.253 0.0624
H -0.582 -2.071 1.207 0.0815
H -1.403 -3.564 0.538 0.1207
H -3.539 -3.116 1.246 0.1043
H -3.115 -2.302 2.828 0.1210
H -3.436 -1.086 -0.125 0.1025
H -2.147 -0.342 0.996 0.1045
H -3.638 0.548 2.551 0.1169
H -4.811 -0.907 2.485 0.1197
H -6.171 0.967 1.635 0.1399
H -5.540 0.146 0.030 0.1200
H -4.022 1.672 -1.596 0.0043
H -2.619 4.202 -1.341 0.1020
H -2.979 5.088 1.355 0.1069
H -4.621 3.062 2.736 0.1501
H 2.276 1.779 -1.537 0.1091
H 1.803 0.064 -2.021 0.1414
H 2.477 2.354 -4.126 0.0879
H -0.254 0.696 -3.455 0.0714
H -0.015 1.664 -5.006 -0.0521
H -0.045 2.517 -3.363 0.0794
H 1.676 -0.397 -4.607 0.1048
C -6.872 -2.130 -2.729 -0.0873
C -7.619 -3.418 -2.584 -0.3145
O -6.839 -4.139 -1.651 0.1531
C -6.243 -3.197 -0.872 -0.5250
O -5.728 -3.426 0.183 0.1628
O -6.311 -1.957 -1.435 0.0389
F -7.637 -4.102 -3.751 0.0887
H -6.069 -2.190 -3.470 0.0705
H -7.526 -1.296 -2.987 0.1474
H -8.638 -3.307 -2.203 0.1814
Mg 8.065 -0.741 -0.373 0.8927
Br 0.908 3.304 -5.833 0.3270
C -0.648 4.127 -9.705 -1.6509
Cl -1.819 5.442 -9.816 0.6081
Cl -1.376 2.600 -10.215 0.5932
Cl 0.793 4.489 -10.670 0.5808
H -0.344 4.026 -8.657 -0.2243
Al 0.855 4.767 -7.931 0.4154
C -3.237 -0.786 -4.552 -0.9655
Cl -3.380 0.336 -3.190 0.5743
Cl -3.629 -2.438 -4.065 0.5837
H -3.925 -0.480 -5.339 0.0399
H -2.214 -0.757 -4.924 0.0240
O -2.484 -1.237 9.006 -0.0491
P -2.100 -1.828 7.652 -0.0603
O -3.141 -1.417 6.605 -0.1153
O -2.054 -3.356 7.762 -0.1198
O -0.724 -1.310 7.230 -0.1312
Na 7.133 1.383 -3.733 0.7484
Cl 10.429 1.048 -0.003 -0.2404
Be 1.211 -5.553 4.384 0.7399

=====

Entry 2:
89
Properties=species:S:1:pos:R:3:lowdin_spin:R:1 method="wB97M-V/def2-TZVPD" spin_multiplicity=4 e_above_lowest_kcal_mol=26.1 s_squared=3.76 fmax_ev_per_a=3.893 e_tot_ha=-4151.25494 total_charge=-1
C -1.114 -0.336 -4.529 0.0003
C -0.559 -1.467 -3.727 -0.0002
H -0.410 0.076 -5.258 0.0000
H -1.405 0.442 -3.828 0.0001
H -1.998 -0.644 -5.100 0.0001
C 0.026 -2.523 -4.315 -0.0005
C 0.237 -2.592 -5.798 -0.0001
H 0.271 -3.424 -3.743 0.0000
H 0.599 -1.637 -6.218 0.0000
H -0.689 -2.854 -6.337 0.0000
H 0.980 -3.365 -6.036 0.0000
V 0.017 0.540 0.139 2.7276
Cl 1.258 2.583 -1.203 0.0142
C -0.206 -2.056 1.867 0.0124
O 0.468 -1.286 1.151 0.0187
N 0.320 -2.983 2.662 0.0065
C 1.757 -3.239 2.642 0.0008
C -0.532 -3.933 3.381 0.0006
H -1.323 -2.015 1.857 0.0004
H 2.309 -2.293 2.616 0.0002
H 2.031 -3.854 1.770 0.0003
H 2.004 -3.789 3.557 0.0000
H -1.514 -3.480 3.548 0.0000
H -0.072 -4.166 4.346 0.0000
H -0.661 -4.862 2.811 0.0003
H 1.015 1.779 4.858 0.0010
H -0.903 4.008 4.664 0.0009
C 1.513 2.424 4.117 0.0024
C -0.100 4.318 3.976 0.0018
N 0.528 3.169 3.340 0.0242
H 2.129 1.809 3.454 0.0005
C 0.034 2.651 2.225 0.0364
O 0.473 1.554 1.765 0.0211
H -0.532 4.962 3.200 0.0003
H -0.775 3.208 1.737 0.0021
H 2.133 3.157 4.642 0.0002
H 0.663 4.866 4.541 0.0002
H 1.880 0.069 -3.630 0.0000
H 2.830 -2.565 -3.336 0.0000
C 2.802 0.208 -3.051 0.0000
C 3.549 -2.091 -2.650 0.0002
N 2.960 -0.881 -2.097 -0.0003
H 2.775 1.171 -2.544 0.0000
C 2.781 -0.766 -0.758 0.0019
O 2.218 0.195 -0.201 0.0173
H 3.793 -2.773 -1.826 0.0001
H 3.234 -1.613 -0.185 0.0005
H 3.648 0.176 -3.746 0.0000
H 4.464 -1.846 -3.206 0.0000
O -0.125 -0.211 -1.775 0.0339
C -0.781 -1.335 -2.207 0.0073
C 0.664 -3.240 -1.249 0.0001
C -0.568 -2.619 -1.411 0.0018
H 1.566 -2.782 -1.667 0.0000
C 0.755 -4.491 -0.619 0.0000
H -1.860 -1.142 -2.164 0.0009
C -1.697 -3.230 -0.866 0.0004
H 1.738 -4.977 -0.522 0.0000
C -0.394 -5.127 -0.135 -0.0002
C -1.634 -4.491 -0.273 0.0001
H -2.658 -2.723 -0.980 0.0001
H -0.323 -6.114 0.345 0.0000
H -2.563 -4.967 0.068 0.0000
Si 0.434 4.373 -1.869 0.0042
Cl -2.133 1.373 0.065 0.0320
C 1.757 5.410 -2.600 0.0015
C -0.330 5.139 -0.342 0.0005
C -0.840 3.938 -3.115 0.0004
H 2.481 4.803 -3.148 0.0001
H 2.293 6.017 -1.862 0.0000
H 1.247 6.083 -3.298 0.0003
H -0.538 3.181 -3.847 0.0000
H -1.030 4.894 -3.630 0.0001
H -1.763 3.598 -2.643 0.0002
H -1.086 4.485 0.115 0.0002
H -0.844 6.047 -0.681 0.0001
H 0.386 5.415 0.449 0.0001
S -2.865 -0.665 1.377 0.0184
C -2.829 0.247 2.812 0.0017
C -1.876 0.054 3.835 0.0012
C -2.198 0.460 5.124 0.0006
C -3.393 1.151 5.360 0.0002
C -4.220 1.546 4.293 0.0008
C -3.908 1.146 3.003 0.0004
H -0.949 -0.465 3.600 0.0003
H -1.526 0.220 5.950 0.0001
H -3.693 1.390 6.381 0.0000
H -5.117 2.148 4.456 0.0001
H -4.489 1.429 2.124 0.0000

=====

Entry 3:
117
Properties=species:S:1:pos:R:3:lowdin_charge:R:1 method="wB97M-V/def2-TZVPD" fmax_ev_per_a=2.312 e_tot_ha=-6634.00625 total_charge=+1
O -4.596 -6.713 6.319 0.1753
C -5.043 -6.521 5.202 -0.4031
O -6.285 -6.908 4.790 0.1137
C -4.168 -5.812 4.183 -0.0780
C -4.683 -5.018 3.209 0.0478
C -3.834 -4.402 2.375 0.0045
N -2.523 -4.561 2.485 -0.0156
C -1.677 -3.776 1.519 -0.0608
C -1.587 -2.313 2.018 0.0017
C -0.222 -1.642 1.841 -0.4348
F 0.687 -2.442 1.281 0.1373
F -0.415 -0.629 0.972 0.1386
C 0.326 -0.923 3.117 -0.3804
F -0.672 -0.134 3.536 0.1703
F 1.318 -0.135 2.714 0.1834
C 0.803 -1.827 4.256 -0.3633
F -0.245 -2.413 4.850 0.1445
F 1.577 -2.807 3.780 0.1391
C 1.676 -1.067 5.301 -0.3674
F 2.905 -0.947 4.819 0.1886
F 1.206 0.177 5.476 0.1769
C 1.722 -1.723 6.705 -0.3652
F 0.537 -1.687 7.309 0.1841
F 2.556 -0.965 7.422 0.1812
C 2.278 -3.182 6.773 -0.5609
F 2.717 -3.380 8.016 0.1911
F 3.285 -3.386 5.948 0.2083
F 1.300 -4.056 6.565 0.1622
C -2.006 -5.365 3.412 -0.2965
P -0.144 -5.581 3.574 0.6379
O 0.264 -6.250 2.156 -0.3121
Cl -0.004 -7.101 4.946 0.3550
C -2.824 -6.003 4.278 -0.0178
H -6.894 -6.177 4.964 0.1359
H -5.737 -4.862 3.071 0.1428
H -4.218 -3.753 1.611 0.1629
H -0.733 -4.283 1.385 0.0962
H -2.227 -3.827 0.589 0.0969
H -2.297 -1.737 1.440 0.1396
H -1.951 -2.256 3.037 0.1250
H -0.206 -7.076 1.966 0.0798
H -2.457 -6.660 5.044 0.0789
O -1.980 -4.332 -1.520 -0.3068
S -1.470 -5.153 -2.589 0.5659
O -0.115 -5.597 -2.558 -0.2588
O -1.766 -4.436 -3.958 -0.2498
C -1.331 -3.055 -4.107 -0.2323
C 0.155 -2.954 -4.385 -0.0544
C -2.527 -6.541 -2.821 -0.1171
H -1.610 -2.474 -3.227 0.1070
H -1.886 -2.653 -4.951 0.1097
H 0.746 -3.258 -3.522 0.0594
H 0.418 -1.926 -4.630 0.0891
H 0.435 -3.601 -5.216 0.0912
H -3.555 -6.195 -2.887 0.0746
H -2.401 -7.198 -1.963 0.0721
H -2.230 -7.054 -3.732 0.0814
O 2.913 4.363 -0.515 -0.2815
S 2.875 5.185 0.657 0.5759
O 4.086 5.581 1.303 -0.2708
O 1.927 4.478 1.732 -0.2605
C 2.205 3.106 2.051 -0.2645
C 3.375 2.968 3.007 -0.0644
C 1.878 6.603 0.364 -0.1323
H 2.371 2.532 1.136 0.1094
H 1.301 2.718 2.518 0.1121
H 4.310 3.262 2.532 0.0730
H 3.472 1.932 3.338 0.0684
H 3.237 3.608 3.878 0.0875
H 0.938 6.289 -0.076 0.0679
H 2.416 7.248 -0.325 0.0746
H 1.715 7.117 1.307 0.0815
O 0.259 8.756 -1.058 -0.2827
S -0.138 8.838 -2.433 0.5658
O 0.545 8.077 -3.430 -0.2686
O -0.171 10.364 -2.866 -0.2594
C 1.007 11.163 -2.625 -0.2458
C 2.091 10.912 -3.654 -0.0701
C -1.868 8.536 -2.562 -0.1188
H 1.372 10.992 -1.611 0.1144
H 0.675 12.197 -2.680 0.1228
H 2.505 9.908 -3.557 0.0719
H 2.903 11.628 -3.526 0.0835
H 1.691 11.004 -4.664 0.0860
H -2.387 9.153 -1.835 0.0760
H -2.030 7.481 -2.350 0.0739
H -2.188 8.770 -3.574 0.0766
O 5.534 -2.949 -1.626 -0.2640
S 4.187 -2.548 -1.375 0.5675
O 3.237 -2.462 -2.440 -0.2753
O 4.197 -1.173 -0.574 -0.2682
C 4.959 -0.073 -1.120 -0.2443
C 4.235 0.619 -2.257 -0.0668
C 3.505 -3.534 -0.086 -0.1164
H 5.946 -0.422 -1.428 0.1164
H 5.103 0.621 -0.294 0.1197
H 4.160 -0.028 -3.130 0.0715
H 4.769 1.523 -2.547 0.0856
H 3.221 0.888 -1.960 0.0819
H 4.200 -3.557 0.749 0.0776
H 3.356 -4.537 -0.480 0.0801
H 2.556 -3.100 0.208 0.0418
O -2.976 0.173 -3.345 -0.2852
S -3.317 0.406 -4.718 0.5571
O -2.514 -0.137 -5.769 -0.2730
O -3.497 1.964 -4.949 -0.2593
C -2.421 2.839 -4.540 -0.2453
C -1.274 2.842 -5.530 -0.0666
C -4.995 -0.053 -4.986 -0.1173
H -2.083 2.570 -3.538 0.1137
H -2.862 3.832 -4.477 0.1207
H -0.759 1.882 -5.541 0.0716
H -0.551 3.613 -5.264 0.0846
H -1.639 3.030 -6.539 0.0873
H -5.611 0.399 -4.214 0.0748
H -5.049 -1.138 -4.927 0.0747
H -5.297 0.284 -5.974 0.0786

=====

Entry 4:
85
Properties=species:S:1:pos:R:3:lowdin_spin:R:1 method="wB97M-V/def2-TZVPD" spin_multiplicity=5 e_above_lowest_kcal_mol=0.0 s_squared=6.02 fmax_ev_per_a=5.759 e_tot_ha=-2503.70872 total_charge=+2
Ir 0.145 -0.050 0.052 1.6496
P 0.082 2.087 1.011 0.1531
P -0.476 -1.913 -1.235 0.1572
N -1.860 0.377 -0.187 0.7640
C -1.643 2.636 0.812 0.0072
H -2.007 3.225 1.663 0.0007
H -1.679 3.267 -0.087 -0.0003
C -2.521 1.409 0.593 0.0776
H -2.928 1.024 1.573 0.0312
H -3.419 1.695 0.000 0.0169
C -2.810 -0.649 -0.579 0.0777
H -3.669 -0.099 -1.028 0.0173
H -3.244 -1.199 0.306 0.0314
C -2.242 -1.630 -1.601 0.0066
H -2.303 -1.180 -2.602 -0.0003
H -2.828 -2.558 -1.606 0.0008
C -0.541 -3.526 -0.324 0.0206
C 0.779 -3.873 0.358 0.0039
H 0.607 -4.785 0.948 0.0001
H 1.117 -3.088 1.044 0.0027
H 1.575 -4.079 -0.372 0.0002
C 0.253 -2.106 -2.921 0.0399
C 1.670 -2.670 -2.820 0.0018
H 2.165 -2.480 -3.781 0.0003
H 1.683 -3.760 -2.644 0.0000
H 2.266 -2.175 -2.041 0.0005
C 1.024 3.449 0.205 0.0407
C 2.503 3.323 0.563 0.0027
H 3.069 3.944 -0.142 0.0002
H 2.866 2.293 0.457 0.0009
H 2.728 3.677 1.583 0.0000
C 0.284 2.116 2.848 0.0193
C 1.574 1.427 3.283 0.0031
H 1.542 1.344 4.378 0.0000
H 2.465 2.008 3.006 0.0002
H 1.673 0.419 2.865 0.0020
C -0.348 -0.865 1.640 0.0859
O -0.798 -1.344 2.604 0.0019
C -0.562 -2.923 -3.942 0.0132
H -0.568 -3.995 -3.698 0.0001
H -1.594 -2.574 -4.061 0.0004
H -0.057 -2.803 -4.910 0.0026
C 0.543 4.888 0.469 0.0131
H 1.128 5.535 -0.197 0.0028
H -0.517 5.045 0.241 0.0004
H 0.742 5.204 1.504 0.0001
C 0.189 3.497 3.497 0.0071
H 0.127 3.313 4.578 0.0017
H 1.088 4.105 3.319 0.0002
H -0.704 4.062 3.203 0.0002
C -0.999 -4.728 -1.149 0.0074
H -0.229 -5.062 -1.860 0.0002
H -1.148 -5.542 -0.425 0.0018
H -1.948 -4.571 -1.675 0.0003
H -1.301 -3.335 0.456 0.0009
H -0.573 1.514 3.202 0.0010
H 0.317 -1.060 -3.275 0.0029
H 0.902 3.226 -0.871 0.0026
H -0.279 1.570 -2.390 0.0662
H 0.335 1.222 -2.066 0.0656
N 2.109 -0.543 0.287 0.4121
S 3.465 -0.069 -0.574 0.0904
C 4.612 0.571 0.669 0.0223
C 5.550 1.571 0.340 0.0057
C 6.451 1.996 1.322 0.0017
C 6.431 1.443 2.602 0.0020
C 5.506 0.446 2.907 0.0002
C 4.627 -0.022 1.925 0.0066
C 4.391 -1.567 -0.997 0.0202
C 4.329 -2.675 -0.159 0.0055
C 5.096 -3.812 -0.448 0.0003
C 5.999 -3.795 -1.512 0.0012
C 6.087 -2.668 -2.328 0.0016
C 5.269 -1.556 -2.103 0.0052
H 2.354 -1.217 1.020 0.0116
H 5.578 1.987 -0.669 0.0003
H 7.198 2.758 1.092 0.0002
H 7.151 1.759 3.361 0.0001
H 5.473 0.001 3.899 0.0000
H 3.975 -0.868 2.139 0.0019
H 3.705 -2.655 0.736 0.0019
H 5.003 -4.691 0.187 0.0000
H 6.654 -4.655 -1.676 0.0001
H 6.818 -2.661 -3.140 0.0002
H 5.321 -0.681 -2.752 0.0003

=====

Entry 5:
85
Properties=species:S:1:pos:R:3:lowdin_spin:R:1 method="wB97M-V/def2-TZVPD" spin_multiplicity=3 s_squared=2.01 fmax_ev_per_a=2.497 e_tot_ha=-3908.08071 total_charge=+1
Ni -0.141 0.539 -0.828 1.3140
P -0.315 -1.347 -2.084 0.0684
P -0.248 2.772 -0.351 0.0669
N 0.967 1.217 -2.533 0.0399
C 1.230 -1.179 -3.093 0.0115
H 1.916 -1.977 -2.787 0.0008
H 0.983 -1.357 -4.148 0.0012
C 1.925 0.176 -2.973 0.0065
H 2.733 0.141 -2.226 0.0006
H 2.379 0.475 -3.933 0.0011
C 1.521 2.608 -2.486 0.0022
H 0.957 3.224 -3.204 0.0002
H 2.562 2.572 -2.835 0.0005
C 1.415 3.156 -1.075 0.0074
H 1.604 4.235 -1.067 0.0020
H 2.174 2.691 -0.431 0.0006
C -0.063 3.543 1.341 0.0124
C 0.311 2.463 2.361 0.0009
H 1.262 1.979 2.111 0.0001
H -0.467 1.684 2.412 -0.0001
H 0.403 2.885 3.374 0.0000
C -1.277 3.993 -1.294 0.0149
C -2.766 3.871 -0.962 0.0026
H -3.345 4.104 -1.863 0.0003
H -3.065 4.586 -0.189 0.0001
H -3.067 2.868 -0.643 0.0015
C -1.627 -1.623 -3.371 0.0135
C -2.945 -2.144 -2.791 0.0007
H -3.723 -1.992 -3.550 0.0001
H -3.271 -1.625 -1.881 0.0004
H -2.898 -3.221 -2.587 0.0000
C -0.174 -2.989 -1.219 0.0068
C -1.378 -3.262 -0.303 0.0004
H -1.039 -3.878 0.543 0.0000
H -2.164 -3.828 -0.820 0.0000
H -1.837 -2.349 0.108 -0.0002
C -2.087 0.571 -0.671 0.2217
C -0.756 5.445 -1.205 0.0054
H 0.078 5.607 -0.508 0.0007
H -0.400 5.767 -2.194 0.0003
H -1.561 6.138 -0.928 0.0007
C -1.175 -2.464 -4.586 0.0052
H -1.972 -3.157 -4.889 0.0008
H -0.972 -1.816 -5.449 0.0003
H -0.276 -3.066 -4.413 0.0003
C 0.148 -4.195 -2.101 0.0036
H 0.372 -5.042 -1.435 0.0007
H -0.693 -4.502 -2.739 0.0000
H 1.034 -4.034 -2.727 0.0002
C -1.272 4.336 1.830 0.0008
H -2.186 3.733 1.786 0.0002
H -1.100 4.620 2.878 0.0002
H -1.427 5.263 1.265 0.0000
H 0.806 4.215 1.227 0.0024
H 0.712 -2.810 -0.582 0.0001
H -1.140 3.669 -2.339 0.0006
H -1.800 -0.591 -3.713 0.0021
O -2.699 0.174 0.293 0.0769
H 0.165 1.227 -3.171 0.0023
H -2.556 0.960 -1.639 0.0474
N 0.798 -0.247 0.641 0.0328
S 0.331 -1.385 1.701 0.0043
C 0.139 -0.657 3.320 0.0001
C 1.248 -0.327 4.102 0.0005
C 1.045 0.184 5.385 0.0000
C -0.252 0.322 5.896 0.0005
C -1.358 -0.015 5.106 0.0000
C -1.167 -0.473 3.804 0.0005
C 1.650 -2.546 1.983 0.0023
C 1.287 -3.716 2.682 0.0003
C 2.245 -4.691 2.960 0.0001
C 3.569 -4.495 2.547 -0.0001
C 3.919 -3.350 1.821 0.0000
C 2.954 -2.382 1.509 0.0006
H 1.752 0.085 0.827 0.0063
H 2.248 -0.485 3.706 0.0000
H 1.905 0.455 6.003 0.0000
H -0.410 0.675 6.923 0.0000
H -2.374 0.067 5.498 0.0000
H -1.994 -0.715 3.140 -0.0001
H 0.251 -3.830 2.995 0.0000
H 1.949 -5.585 3.512 0.0000
H 4.326 -5.240 2.801 0.0000
H 4.955 -3.203 1.507 0.0000
H 3.207 -1.503 0.915 0.0003